[1]
Computed, not measured: 2 unconnected molecules or ions with the total composition C2H2FO2, with ωB97M-V/def2-TZVPD.

Cartesian coordinates (Å):
C: 2.54982 0.21010 -0.13031
C: 0.08366 0.33056 -0.07514
O: 2.83855 0.85056 0.83418
O: 2.85537 -0.55782 -0.99948
F: -0.28655 1.60346 -0.59712
H: 0.19736 -0.44743 -0.85192
H: -0.68140 0.08490 0.57970

Results
energy = -327.73094 a.u.
energy above the lowest of the compared OMol25 structures with the same formula, charge and spin = 185.6 kJ/mol
net charge = -1
frontier orbital gap = 6.324 eV
HOMO = -0.072 hartree

The computed Mulliken charges, all in e, follow:
1. C 0.31
2. C -0.49
3. O -0.32
4. O -0.46
5. F -0.33
6. H 0.08
7. H 0.20

***

[2]
Computed, not measured: a molecular structure, C16H45CuN2O8S5, with ωB97M-V/def2-TZVPD.

Cartesian coordinates (Å):
Cu: -3.99742 2.58825 -1.32542
N: -1.92107 -0.12684 -1.05438
O: -1.89274 -1.16718 -0.35302
O: -2.80976 0.74506 -0.91557
O: -0.95773 0.09259 -1.81372
C: 4.52969 -2.15737 1.31654
C: 3.22202 -1.54630 0.81755
N: 2.32879 -1.09297 1.90292
C: 2.96270 -0.15193 2.82474
C: 2.10466 0.09108 4.05643
C: 0.94898 -0.84982 1.54195
C: 0.67533 0.53848 1.00529
H: 5.27968 -1.61811 1.89019
H: 5.02024 -2.44637 0.38372
H: 4.37071 -3.09281 1.85518
H: 3.42393 -0.70896 0.14010
H: 2.68855 -2.26069 0.18989
H: 3.87397 -0.61862 3.19179
H: 3.16951 0.84784 2.43247
H: 1.71174 -0.88572 4.34093
H: 2.64943 0.53462 4.88756
H: 1.29449 0.79944 3.88103
H: 0.29497 -0.88155 2.42028
H: 0.71027 -1.71943 0.93000
H: 0.63597 1.31804 1.75905
H: -0.25530 0.47828 0.43719
H: 1.43427 0.68811 0.23356
C: -0.51535 4.95355 -3.64412
S: -0.82097 4.14685 -2.04713
O: -2.13626 3.43657 -2.21037
C: 0.48185 2.84965 -2.23480
H: -1.33385 5.64687 -3.82872
H: -0.51274 4.23252 -4.45983
H: 0.44577 5.45528 -3.53602
H: 1.47597 3.15013 -2.56410
H: 0.12006 2.11822 -2.95859
H: 0.50977 2.31554 -1.28713
C: 2.14393 -0.10286 -2.29313
S: 3.73992 -0.93277 -2.50510
O: 4.38846 -0.01606 -3.49965
C: 3.36499 -2.40151 -3.51866
H: 1.69694 0.18441 -3.24240
H: 2.43122 0.82779 -1.79482
H: 1.42801 -0.54362 -1.59665
H: 4.29773 -2.82554 -3.87993
H: 2.74063 -2.09764 -4.35940
H: 2.75605 -3.14633 -3.00045
C: -4.31523 -0.34743 1.52920
S: -2.75110 -0.39451 2.46697
O: -3.08442 -0.15944 3.93132
C: -2.66537 -2.20723 2.28911
H: -5.05488 -0.88943 2.12274
H: -4.29505 -0.78152 0.53206
H: -4.69013 0.67476 1.47821
H: -2.64646 -2.39852 1.21719
H: -3.51857 -2.59804 2.84244
H: -1.80094 -2.63887 2.79491
C: -3.85888 3.99053 2.87684
S: -2.49802 3.61191 1.72854
O: -3.14229 3.09040 0.45424
C: -2.06932 5.33450 1.39885
H: -3.58350 4.59428 3.74029
H: -4.23857 3.03806 3.25124
H: -4.71217 4.45426 2.38046
H: -1.70273 5.86261 2.27889
H: -2.92390 5.80939 0.92075
H: -1.21749 5.34030 0.72083
C: -0.02109 -3.58268 -1.39408
S: -0.29955 -4.45738 -2.95709
O: 1.06182 -4.93847 -3.45036
C: -0.94345 -5.95603 -2.18880
H: 0.42766 -4.20805 -0.62311
H: -0.99512 -3.23467 -1.04163
H: 0.57149 -2.68654 -1.57867
H: -0.91276 -6.71160 -2.97607
H: -1.97019 -5.82094 -1.84772
H: -0.34782 -6.43780 -1.41276

Results
⟨S²⟩ = 0.75
energy = -4978.85681 a.u.
net charge = +1
2S+1 = 2
frontier orbital gap (spin up / spin down) = 8.307 / 4.565 eV
HOMO (spin up / spin down) = -0.403 / -0.403 hartree

The computed Mulliken charges, all in e, follow:
1. Cu 0.35
2. N 0.43
3. O -0.33
4. O -0.30
5. O -0.52
6. C -1.60
7. C 0.19
8. N 0.49
9. C -0.05
10. C -1.39
11. C -0.45
12. C -0.15
13. H 0.46
14. H 0.40
15. H 0.38
16. H 0.08
17. H 0.22
18. H 0.43
19. H 0.23
20. H 0.38
21. H 0.41
22. H 0.27
23. H 0.29
24. H -0.01
25. H 0.30
26. H -0.28
27. H 0.21
28. C -1.21
29. S 0.58
30. O -0.48
31. C -0.75
32. H 0.37
33. H 0.36
34. H 0.42
35. H 0.69
36. H 0.33
37. H -0.20
38. C -0.94
39. S 0.60
40. O -0.73
41. C -0.87
42. H 0.62
43. H 0.35
44. H 0.11
45. H 0.43
46. H 0.33
47. H 0.20
48. C -0.94
49. S 0.79
50. O -0.77
51. C -1.06
52. H 0.49
53. H 0.29
54. H 0.19
55. H 0.22
56. H 0.46
57. H 0.34
58. C -1.07
59. S 0.62
60. O -0.26
61. C -1.04
62. H 0.42
63. H 0.30
64. H 0.36
65. H 0.44
66. H 0.35
67. H 0.26
68. C -0.20
69. S 0.50
70. O -0.64
71. C -1.01
72. H 0.42
73. H 0.26
74. H -0.44
75. H 0.36
76. H 0.36
77. H 0.32

***

[3]
Computed, not measured: a single C3H7N3OS molecule, with ωB97M-V/def2-TZVPD.

Cartesian coordinates (Å):
C: -1.60855 -0.82089 -1.46052
N: -0.81118 0.29222 -1.01308
C: 0.24021 0.22885 -0.16778
N: 0.96286 1.33186 0.00018
C: 1.36735 1.76442 1.18261
S: 0.99085 1.24682 2.73167
N: 0.48347 -0.97615 0.39666
O: 1.58839 -1.20853 1.14352
H: -1.01339 -1.58419 -1.90115
H: -2.29951 -0.46338 -2.21393
H: -2.20949 -1.25929 -0.62300
H: -1.02124 1.22323 -1.36436
H: 2.00297 2.68149 1.11623
H: -0.10061 -1.79870 0.21868
H: 1.42786 -0.65777 1.95427

Results
energy = -756.14434 a.u.
energy above the lowest of the compared OMol25 structures with the same formula, charge and spin = 236.2 kJ/mol
SMILES string = CN/C(=N/C=S)NO
frontier orbital gap = 8.684 eV
HOMO = -0.303 hartree

The computed Mulliken charges, all in e, follow:
1. C -0.98
2. N -0.16
3. C 0.67
4. N -0.64
5. C -0.09
6. S -0.43
7. N -0.12
8. O -0.33
9. H 0.37
10. H 0.30
11. H 0.32
12. H 0.26
13. H 0.33
14. H 0.21
15. H 0.29

***

[4]
Computed, not measured: 12 unconnected molecules or ions with the total composition C42H107NO12, with ωB97M-V/def2-TZVPD.

Cartesian coordinates (Å):
C: 7.90636 3.41002 7.78603
C: 7.49940 1.94846 7.45521
C: 8.40065 1.05440 8.31647
C: 6.06892 1.68123 7.90424
C: 5.04872 2.43348 7.07576
C: 5.14239 2.07479 5.60708
C: 6.59924 2.18148 5.07504
C: 6.70267 1.38072 3.78537
C: 6.84728 3.67476 4.78322
N: 7.57227 1.63928 6.04168
O: 8.89314 1.58648 5.52831
H: 7.08716 4.12277 7.72277
H: 8.27207 3.48342 8.81395
H: 8.76308 3.69363 7.16837
H: 9.45086 1.20299 8.05036
H: 8.28942 1.27800 9.37645
H: 8.15171 0.00488 8.14835
H: 5.80090 0.63964 7.65272
H: 5.83828 1.64809 8.97077
H: 4.03802 2.27170 7.46345
H: 5.16454 3.52316 7.14155
H: 4.52100 2.81002 5.08971
H: 4.72228 1.10266 5.33768
H: 5.81571 1.40492 3.15034
H: 6.85790 0.31965 4.00735
H: 7.57195 1.59042 3.15569
H: 7.88069 3.78917 4.43947
H: 6.79415 4.31888 5.65862
H: 6.17958 4.06765 4.01738
H: 9.15535 2.52293 5.41269
C: 10.60282 4.33150 10.41988
C: 10.71254 5.72619 9.78766
C: 10.62262 6.81146 10.85922
O: 11.95127 5.83433 9.09732
H: 11.30771 4.17082 11.23696
H: 10.68767 3.49444 9.72714
H: 9.58588 4.29087 10.82928
H: 9.88820 5.87528 9.08989
H: 10.69766 7.78846 10.37934
H: 11.47234 6.72234 11.53898
H: 9.67531 6.76691 11.39626
H: 12.68508 5.78921 9.71591
C: 3.30237 4.11142 2.48863
C: 2.02494 4.73900 1.90474
C: 0.83101 4.49171 2.80361
O: 2.16039 6.17216 1.90355
H: 3.37325 3.07890 2.14133
H: 3.26423 4.19151 3.57626
H: 4.22193 4.60703 2.17092
H: 1.92606 4.36302 0.88348
H: 1.00930 4.95915 3.77052
H: 0.82473 3.42736 3.07785
H: -0.12122 4.67074 2.31481
H: 2.89335 6.41507 1.32778
C: 8.71078 1.74213 12.83169
C: 7.45189 2.52190 13.12584
C: 6.43142 2.47366 12.01906
O: 6.87833 2.10694 14.36494
H: 9.51640 2.08520 13.48364
H: 9.04186 1.80911 11.79018
H: 8.66187 0.65630 12.97326
H: 7.78059 3.55019 13.29994
H: 5.51511 2.98330 12.33745
H: 6.10438 1.45844 11.77317
H: 6.72266 3.00690 11.11130
H: 6.34549 1.31735 14.22274
C: 8.65824 9.04385 8.21721
C: 7.79380 8.66593 7.03604
C: 7.71834 7.15686 6.82164
O: 6.48268 9.20318 7.18392
H: 8.45895 10.08274 8.49181
H: 9.72839 8.94496 8.03866
H: 8.36140 8.47218 9.10412
H: 8.19809 9.12658 6.13298
H: 8.71881 6.73462 6.68032
H: 7.25623 6.94400 5.85571
H: 7.20922 6.68121 7.66010
H: 6.05069 8.82656 7.95875
C: 7.93900 -3.55383 5.01018
C: 8.67929 -2.27498 5.37424
C: 9.40243 -1.72466 4.14210
O: 7.72129 -1.32850 5.85262
H: 7.15109 -3.29815 4.29645
H: 7.53938 -4.06308 5.88590
H: 8.51687 -4.30115 4.46036
H: 9.44942 -2.43528 6.13877
H: 8.75125 -1.75782 3.26529
H: 10.29716 -2.31490 3.93188
H: 9.74020 -0.69258 4.26437
H: 8.14850 -0.45673 5.80460
C: 13.12068 1.88034 7.77222
C: 13.22158 0.42549 7.34800
C: 11.94130 -0.10035 6.71660
O: 14.36393 0.25280 6.50926
H: 14.04842 2.17273 8.26515
H: 12.27531 2.09366 8.41782
H: 13.05286 2.45851 6.84472
H: 13.44913 -0.10153 8.29092
H: 12.11519 -1.01711 6.14310
H: 11.60264 0.60559 5.95196
H: 11.10656 -0.28464 7.39183
H: 14.46181 -0.70433 6.44430
C: 1.69633 5.14776 6.92877
C: 3.00867 5.76573 7.43410
C: 3.88279 6.20453 6.24919
O: 2.61108 6.92770 8.18177
H: 1.88193 4.18619 6.43768
H: 1.22289 5.82433 6.21704
H: 1.05249 4.95086 7.78449
H: 3.59542 5.11191 8.07751
H: 3.35195 6.94053 5.63860
H: 4.12855 5.36186 5.59908
H: 4.78142 6.70912 6.60549
H: 2.04393 7.43888 7.59478
C: 6.66975 -1.46458 11.41608
C: 6.63204 -1.77131 9.92227
C: 7.98304 -2.35622 9.47818
O: 5.60553 -2.70405 9.67282
H: 6.45267 -2.35653 12.00183
H: 5.83020 -0.78768 11.62814
H: 7.53566 -0.87828 11.71852
H: 6.40220 -0.83112 9.41430
H: 8.81129 -1.71625 9.79724
H: 8.07478 -2.48558 8.39831
H: 8.10576 -3.32549 9.96279
H: 5.43979 -2.71882 8.71108
C: 11.94410 3.14407 4.20968
C: 11.04668 4.30787 3.80418
C: 10.06985 3.98660 2.71726
O: 10.31394 4.75686 4.95909
H: 12.70537 2.90380 3.45912
H: 11.43375 2.20321 4.41673
H: 12.54850 3.42484 5.07473
H: 11.68540 5.15553 3.53088
H: 10.61356 3.69842 1.81401
H: 9.34467 4.75126 2.44145
H: 9.46346 3.10524 2.95300
H: 10.90871 4.98428 5.68002
C: 4.13873 -1.78479 4.87508
C: 4.16466 -1.99184 6.37762
C: 3.07402 -2.94978 6.83851
O: 5.40876 -2.50154 6.85278
H: 4.04689 -2.74584 4.35368
H: 5.03930 -1.34704 4.44309
H: 3.24346 -1.21418 4.62046
H: 4.03352 -1.00915 6.86192
H: 2.09011 -2.59628 6.53409
H: 3.17764 -3.10623 7.91024
H: 3.25102 -3.89693 6.32267
H: 6.14062 -2.03776 6.38931
C: 11.86334 -1.28829 12.15386
C: 12.77060 -0.32363 11.37146
C: 11.89023 0.83700 10.90734
O: 13.71330 0.22515 12.28523
H: 12.38482 -2.18988 12.49592
H: 11.07682 -1.63777 11.47872
H: 11.46665 -0.85196 13.06785
H: 13.24249 -0.78724 10.50261
H: 11.24670 0.66113 10.04914
H: 12.55144 1.68982 10.72312
H: 11.31680 1.17947 11.77134
H: 14.50201 -0.32112 12.32247

Results
energy = -2621.98928 a.u.
energy above the lowest of the compared OMol25 structures with the same formula, charge and spin = 157.5 kJ/mol
SMILES string = CC1(C)CCCC(C)(C)N1O.CC(C)O.CC(C)O.CC(C)O.CC(C)O.CC(C)O.CC(C)O.CC(C)O.CC(C)O.CC(C)O.CC(C)O.CC(C)O
frontier orbital gap = 9.290 eV
HOMO = -0.325 hartree

These are the Mulliken partial charges, in e, on atoms 1 to 99:
1. C -0.69
2. C 3.08
3. C -0.72
4. C -0.39
5. C -0.14
6. C -0.36
7. C 1.51
8. C -1.36
9. C -0.53
10. N 1.41
11. O 0.72
12. H -0.29
13. H -0.41
14. H -0.03
15. H -0.25
16. H 0.09
17. H -0.54
18. H -0.74
19. H 0.20
20. H 0.83
21. H -0.68
22. H -0.28
23. H -0.03
24. H 0.31
25. H -0.12
26. H 0.13
27. H -0.60
28. H -0.27
29. H 0.43
30. H -0.28
31. C -0.62
32. C 1.26
33. C -1.64
34. O -0.56
35. H 0.69
36. H -0.31
37. H 0.02
38. H -0.35
39. H 0.36
40. H 0.45
41. H 0.35
42. H 0.36
43. C -0.76
44. C 0.46
45. C -1.20
46. O -0.56
47. H 0.35
48. H -0.18
49. H 0.36
50. H 0.29
51. H 0.15
52. H 0.34
53. H 0.37
54. H 0.32
55. C -0.67
56. C 0.28
57. C -0.45
58. O -0.59
59. H 0.48
60. H -0.14
61. H 0.29
62. H 0.20
63. H 0.32
64. H -0.10
65. H 0.03
66. H 0.37
67. C -1.24
68. C 0.03
69. C -0.85
70. O -0.60
71. H 0.39
72. H 0.37
73. H 0.23
74. H 0.38
75. H 0.38
76. H 0.28
77. H 0.29
78. H 0.35
79. C -1.68
80. C 1.07
81. C -1.47
82. O 0.83
83. H 0.28
84. H 0.30
85. H 0.45
86. H 0.23
87. H 0.37
88. H 0.47
89. H 0.10
90. H -0.92
91. C -0.42
92. C 0.61
93. C 0.03
94. O -0.62
95. H 0.48
96. H -0.25
97. H -0.16
98. H -0.06
99. H 0.43

***

[5]
Computed, not measured: a single C7H10 molecule, with ωB97M-V/def2-TZVPD.

Cartesian coordinates (Å):
C: -0.78754 -0.36440 0.60595
C: 0.61591 0.01601 0.03069
C: -2.14179 0.01056 0.08773
C: -2.90223 1.02853 -0.19542
C: -1.71925 -1.33596 -0.20898
C: 1.89715 0.06849 0.56679
C: 3.03791 0.44975 -0.33129
H: -0.78248 -0.60783 1.61731
H: 0.52305 0.18677 -0.97083
H: -2.78864 1.93464 0.37994
H: -3.84871 0.96600 -0.66171
H: -1.06886 -1.54337 -1.03271
H: -2.16859 -2.20278 0.23837
H: 2.16054 -0.02537 1.62184
H: 2.94768 1.37488 -0.81768
H: 2.92258 -0.42407 -1.03972
H: 4.10325 0.46816 0.10971

Results
⟨S²⟩ = 2.01
energy = -272.44668 a.u.
energy above the lowest of the compared OMol25 structures with the same formula, charge and spin = 166.7 kJ/mol
2S+1 = 3
frontier orbital gap (spin up / spin down) = 6.344 / 8.415 eV
HOMO (spin up / spin down) = -0.190 / -0.365 hartree

The computed Mulliken charges, all in e, follow:
1. C -0.07
2. C -0.43
3. C 0.10
4. C -0.78
5. C -0.75
6. C -0.35
7. C -0.96
8. H 0.40
9. H 0.44
10. H 0.26
11. H 0.29
12. H 0.33
13. H 0.28
14. H 0.41
15. H 0.31
16. H 0.24
17. H 0.27